# 1
Here is 12 unconnected molecules or ions with the total composition C48H77BN11O8 from the Open Molecules 2025 dataset. Energies are from the ωB97M-V functional and the def2-TZVPD basis.

XYZ file:
```
145
Properties=species:S:1:pos:R:3:mulliken_charge:R:1
O 20.307 -12.381 18.061 -0.4856
C 20.548 -12.249 16.904 0.7688
O 19.891 -12.782 15.900 -0.1355
B 20.544 -12.454 14.612 0.7761
O 21.538 -11.429 14.983 -0.6729
C 21.605 -11.307 16.295 -0.0280
O 22.329 -10.573 16.890 -0.6684
O 19.565 -12.005 13.623 -0.3385
C 19.535 -12.867 12.624 0.1267
O 18.966 -12.765 11.585 -0.1456
C 20.470 -14.049 13.003 0.0139
O 21.102 -13.744 14.114 -0.4626
O 20.616 -15.038 12.350 -0.3512
C 21.842 -15.701 18.932 -0.8533
C 20.437 -15.903 18.356 -0.0350
C 20.437 -16.049 16.843 1.4217
C 19.098 -15.835 16.267 -0.2884
N 18.061 -15.624 15.824 -0.5970
H 22.198 -14.721 18.601 -0.2327
H 22.546 -16.446 18.552 0.4573
H 21.865 -15.685 20.020 0.4472
H 19.908 -14.971 18.590 -0.3796
H 19.872 -16.660 18.899 0.5222
H 20.750 -17.063 16.592 0.7560
H 21.069 -15.295 16.374 -1.1051
C 26.057 -9.289 20.181 -1.3582
C 26.220 -10.126 18.922 -0.1698
C 25.527 -9.544 17.677 0.5954
C 25.950 -8.204 17.297 0.0852
N 26.260 -7.143 16.994 -0.4831
H 24.995 -9.074 20.342 0.2776
H 26.460 -8.277 20.107 0.4420
H 26.479 -9.832 21.023 0.3576
H 25.878 -11.147 19.083 -0.0288
H 27.283 -10.151 18.661 0.4608
H 24.452 -9.510 17.872 -0.3453
H 25.703 -10.213 16.834 0.2396
C 22.876 -17.790 9.535 -1.5005
C 22.781 -17.143 10.898 0.0995
C 21.749 -17.719 11.842 0.6959
C 21.918 -19.170 12.089 -0.0249
N 21.995 -20.303 12.237 -0.5245
H 21.986 -17.803 8.906 0.2796
H 23.057 -18.864 9.684 0.4716
H 23.764 -17.452 9.002 0.3744
H 22.597 -16.064 10.874 0.0962
H 23.758 -17.232 11.382 0.3640
H 20.707 -17.648 11.519 0.0697
H 21.787 -17.205 12.801 -0.3161
C 21.295 -14.857 7.653 -1.5033
C 20.473 -14.316 8.831 0.7946
C 19.036 -14.008 8.440 0.4299
C 18.737 -12.910 7.505 -0.0278
N 18.509 -12.060 6.770 -0.5640
H 20.778 -15.639 7.100 0.3614
H 22.224 -15.282 8.041 0.3583
H 21.580 -14.020 7.015 0.3848
H 20.997 -13.439 9.218 0.1649
H 20.437 -15.005 9.676 -0.2752
H 18.467 -13.755 9.340 -0.6764
H 18.544 -14.888 8.018 0.5870
C 24.964 -14.398 17.353 -1.1920
C 24.120 -13.855 16.214 1.2747
C 24.181 -14.680 14.956 -0.2834
C 23.702 -16.062 15.078 0.2745
N 23.317 -17.140 15.152 -0.6202
H 24.491 -15.248 17.848 0.1969
H 25.075 -13.689 18.178 0.1252
H 25.967 -14.653 17.003 0.4441
H 24.345 -12.807 16.016 0.2960
H 23.075 -13.905 16.554 -1.0125
H 25.235 -14.720 14.659 0.6277
H 23.611 -14.166 14.182 -0.0713
C 16.353 -16.462 12.923 -1.5804
C 16.957 -15.370 12.041 1.3606
C 15.986 -14.907 10.934 -0.0972
C 14.672 -14.461 11.423 0.0050
N 13.662 -14.096 11.832 -0.5541
H 17.057 -16.654 13.729 0.2881
H 16.140 -17.372 12.359 0.4342
H 15.398 -16.117 13.324 0.3564
H 17.870 -15.714 11.555 0.1214
H 17.213 -14.527 12.684 -0.7562
H 15.747 -15.810 10.363 0.5723
H 16.378 -14.124 10.288 -0.0577
C 14.998 -12.743 15.036 -1.2882
C 16.006 -11.750 14.471 1.1802
C 15.581 -11.207 13.101 0.7540
C 14.265 -10.559 13.130 -0.0339
N 13.221 -10.086 13.168 -0.5539
H 14.923 -13.608 14.370 0.1574
H 13.985 -12.338 15.042 0.4325
H 15.277 -13.080 16.032 0.2953
H 17.008 -12.156 14.327 -0.7495
H 16.073 -10.888 15.143 0.1774
H 15.469 -12.057 12.421 -0.2487
H 16.265 -10.481 12.662 -0.1864
C 17.094 -12.274 18.275 -0.6898
C 17.340 -12.328 19.761 0.0331
C 17.283 -10.954 20.400 -0.0276
C 17.532 -10.997 21.837 -0.0863
N 17.747 -11.074 22.962 -0.5293
H 17.168 -13.248 17.789 0.3855
H 17.793 -11.646 17.715 -0.4327
H 16.117 -11.841 18.030 0.5599
H 18.348 -12.728 19.917 -0.1701
H 16.678 -13.027 20.275 0.4897
H 16.354 -10.419 20.196 0.6258
H 18.111 -10.355 20.002 -0.0732
C 23.296 -11.757 20.478 -1.0102
C 21.956 -12.267 20.963 -0.0138
C 20.931 -11.171 21.264 0.7721
C 21.412 -10.148 22.205 -0.0799
N 21.764 -9.344 22.945 -0.5544
H 24.009 -12.584 20.462 0.3718
H 23.724 -11.090 21.233 0.5240
H 23.225 -11.223 19.531 0.0377
H 22.075 -12.844 21.887 0.5275
H 21.523 -13.001 20.281 -0.4162
H 19.986 -11.528 21.669 0.1099
H 20.686 -10.656 20.329 -0.2991
C 18.356 -7.962 17.670 -1.3113
C 19.391 -8.402 16.646 -0.3350
C 18.881 -9.248 15.476 1.7913
C 17.857 -8.618 14.644 -0.0153
N 17.040 -8.129 14.001 -0.5936
H 17.866 -8.843 18.097 0.1403
H 17.547 -7.341 17.281 0.3834
H 18.837 -7.410 18.477 0.4385
H 20.168 -8.997 17.128 0.0293
H 19.897 -7.533 16.220 0.4525
H 18.458 -10.213 15.781 -0.7948
H 19.737 -9.560 14.874 -0.0525
C 20.724 -9.764 8.943 -1.3452
C 20.449 -9.756 10.438 0.0924
C 19.011 -9.437 10.813 1.0423
C 18.549 -8.074 10.474 -0.0076
N 18.249 -7.007 10.186 -0.5283
H 20.166 -10.532 8.411 0.1886
H 21.796 -9.837 8.743 0.3858
H 20.484 -8.778 8.536 0.4329
H 21.121 -9.057 10.946 0.4477
H 20.694 -10.708 10.915 -0.1329
H 18.875 -9.528 11.892 -0.5493
H 18.340 -10.136 10.310 -0.0041
```

Output
Charge: -1
Energy relative to the best compared isomer or geometry (same formula, charge and spin) (kcal per mole): 0.0
Lowest unoccupied orbital energy (eV): 1.553
Largest force on an atom (eV/Å): 1.7

---

# 2
Here is a molecular structure, C4H6O2V from the Open Molecules 2025 dataset. Energies are from the ωB97M-V functional and the def2-TZVPD basis.

XYZ file:
```
13
Properties=species:S:1:pos:R:3:mulliken_charge:R:1
O 1.956 -2.256 0.330 -0.4285
C 1.224 -1.375 -0.342 -0.2883
C 0.589 -0.288 0.215 0.0522
C -0.051 0.780 -0.462 -0.6546
C -1.120 1.668 0.146 0.0269
O -2.166 0.912 0.705 -0.7185
V -1.745 -0.852 0.338 1.0571
H 1.418 -2.945 0.743 0.3439
H 1.068 -1.657 -1.386 0.3998
H 0.031 0.789 -1.556 0.3197
H 0.950 0.592 0.970 0.2669
H -1.502 2.347 -0.637 0.3068
H -0.650 2.286 0.935 0.3164
```

Output
Charge: +1
Energy relative to the best compared isomer or geometry (same formula, charge and spin) (kcal per mole): 21.4
Lowest unoccupied orbital energy (alpha / beta) (eV): -5.325 / -5.722
2S+1: 5
Largest force on an atom (eV/Å): 4.5

---

# 3
Here is 2 unconnected molecules or ions with the total composition C4H6O2S2 from the Open Molecules 2025 dataset. Energies are from the ωB97M-V functional and the def2-TZVPD basis.

XYZ file:
```
14
Properties=species:S:1:pos:R:3:mulliken_charge:R:1
C -0.331 0.877 -0.730 -0.8436
C -0.804 0.205 0.413 0.1710
C 0.567 -0.302 0.107 0.4559
C 1.158 -1.285 -0.854 -0.0704
H 0.048 2.559 -0.193 0.3635
H -0.700 0.492 -1.625 0.3798
H -1.115 0.607 1.391 0.3541
H -2.561 -1.102 1.990 0.1468
H 1.606 -0.519 2.004 0.1563
H 0.568 -1.487 -1.864 0.2009
O 0.054 2.213 -1.115 -0.4855
O 2.119 -1.948 -0.729 -0.4064
S -2.313 -0.814 0.165 -0.2196
S 1.705 0.504 1.041 -0.2029
```

Output
Charge: 0
Energy relative to the best compared isomer or geometry (same formula, charge and spin) (kcal per mole): 136.9
Lowest unoccupied orbital energy (eV): -0.924
Largest force on an atom (eV/Å): 4.8

---

# 4
Here is a molecular structure, C16H20HoNOSe from the Open Molecules 2025 dataset. Energies are from the ωB97M-V functional and the def2-TZVPD basis.

XYZ file:
```
40
Properties=species:S:1:pos:R:3:mulliken_charge:R:1
Ho -0.018 -0.063 0.013 0.7755
C -2.147 1.268 0.073 -0.4793
C -1.085 2.264 -0.208 -0.1866
C -0.507 1.923 -1.457 -0.5875
H -0.711 3.055 0.474 0.4180
C -1.210 0.794 -1.970 -0.3100
C -2.180 0.365 -1.023 -0.9202
H -2.868 -0.452 -1.114 0.5712
H -2.750 1.184 1.001 0.4854
H 0.340 2.433 -1.884 0.4343
H -0.988 0.299 -2.906 0.3421
C -0.339 -1.280 2.064 -0.5570
C -1.455 -1.557 1.204 -0.2921
C -0.967 -2.226 0.033 -0.8217
H -2.483 -1.285 1.398 0.5142
C 0.451 -2.395 0.189 0.4297
C 0.842 -1.801 1.449 -0.7158
H 1.857 -1.691 1.810 0.3967
H -0.372 -0.725 2.993 0.4927
H -1.537 -2.534 -0.829 0.4353
H 1.121 -2.821 -0.551 0.1284
O 1.486 -0.148 -1.373 0.1697
C 2.368 -2.352 -3.003 0.8520
C 3.104 -1.151 -2.591 -1.4740
C 1.342 -2.255 -4.037 -1.5683
C 2.838 -3.671 -2.549 -2.0826
C 2.707 -0.588 -1.215 -0.8971
H 2.965 -0.330 -3.312 0.1576
H 4.179 -1.347 -2.513 0.4597
H 2.827 -1.360 -0.435 0.1944
H 3.313 0.274 -0.935 0.4233
H 1.766 -2.283 -5.062 0.4793
H 0.776 -1.305 -3.967 0.1386
H 0.606 -3.082 -3.995 0.2052
H 3.636 -4.083 -3.198 0.8077
H 2.034 -4.434 -2.546 0.1802
H 3.266 -3.646 -1.529 0.2179
Se -1.867 3.105 3.475 -0.3536
C -1.232 2.077 2.424 0.1984
N -0.718 1.314 1.615 -0.6616
```

Output
Charge: -2
Lowest unoccupied orbital energy (alpha / beta) (eV): 4.357 / 4.356
2S+1: 5
Largest force on an atom (eV/Å): 12.5

---

# 5
Here is a molecular structure, C22H51BCoN4O2Si2 from the Open Molecules 2025 dataset. Energies are from the ωB97M-V functional and the def2-TZVPD basis.

XYZ file:
```
83
Properties=species:S:1:pos:R:3:mulliken_charge:R:1
O -1.036 -2.679 -1.402 0.4587
O -2.408 -1.192 -2.519 -0.0651
C -0.165 -3.658 -2.121 -0.2789
C 1.056 -3.827 -1.253 -1.0761
H 0.076 -3.205 -3.086 0.4361
H -0.703 -4.600 -2.297 0.3175
H 1.452 -2.847 -0.954 -0.0421
H 1.811 -4.359 -1.827 0.4326
H 0.809 -4.398 -0.354 0.4596
C -1.657 -3.081 -0.087 0.2505
C -2.986 -3.734 -0.363 -1.1323
H -1.728 -2.111 0.390 -0.2575
H -0.928 -3.726 0.446 0.4530
H -3.691 -3.032 -0.837 0.1963
H -3.455 -4.041 0.579 0.3989
H -2.862 -4.627 -0.998 0.3133
C -3.150 -0.075 -2.001 -0.2019
C -2.414 -1.261 -3.954 -0.4649
C -3.364 -0.169 -0.519 -0.9836
H -4.112 -0.082 -2.545 0.5350
H -2.614 0.841 -2.246 0.0358
H -3.975 -1.037 -0.255 0.3680
H -3.890 0.748 -0.227 0.4562
H -2.429 -0.192 0.072 -0.2824
C -3.403 -2.351 -4.277 -1.1459
H -1.397 -1.485 -4.296 0.1230
H -2.719 -0.278 -4.356 0.5024
H -3.176 -3.263 -3.707 0.2116
H -3.398 -2.542 -5.350 0.4466
H -4.409 -2.031 -3.952 0.3137
H -1.825 -2.341 -1.968 0.1776
Co 0.866 1.225 1.094 -0.7666
C 0.792 0.731 -0.611 2.6013
Si 1.302 1.070 -2.384 0.6349
H -0.343 0.616 -0.769 -1.3148
H 1.040 -0.364 -0.481 -1.4370
C 1.584 -0.577 -3.256 -0.6873
C 2.823 2.126 -2.308 -1.2171
C -0.183 1.813 -3.254 -1.0082
C 2.457 2.375 1.078 -0.1984
Si 3.360 2.402 2.726 0.3729
H 2.159 3.403 0.803 0.2649
H 3.093 2.017 0.248 -0.1926
C 4.886 3.470 2.468 -1.2261
C 3.910 0.673 3.213 -0.9925
C 2.254 3.113 4.060 -1.0697
H 0.124 2.704 -3.817 0.5117
H -0.968 2.112 -2.544 0.1323
H -0.638 1.106 -3.963 0.1962
H 2.040 -1.338 -2.604 0.2250
H 2.259 -0.422 -4.105 0.4877
H 0.651 -1.016 -3.655 -0.1635
H 3.637 1.578 -1.823 0.2981
H 2.620 3.025 -1.717 0.2683
H 3.156 2.422 -3.311 0.4022
H 3.821 -0.035 2.377 0.1784
H 3.314 0.288 4.053 0.2505
H 4.966 0.706 3.521 0.4238
H 1.972 2.353 4.799 0.2644
H 1.323 3.531 3.652 0.2701
H 2.793 3.920 4.581 0.4037
H 5.645 3.273 3.234 0.3277
H 4.634 4.537 2.497 0.2975
H 5.325 3.254 1.485 0.2811
B -0.865 1.133 3.958 -0.0292
N -0.091 -0.129 3.459 -0.1152
C 0.096 -1.317 4.056 -0.6548
C 0.894 -2.125 3.241 -1.2314
C 1.188 -1.356 2.117 -0.7874
N 0.595 -0.140 2.259 1.4428
N -1.399 1.925 2.717 0.1404
C -2.574 2.567 2.581 -0.3365
C -2.621 3.188 1.343 -1.1230
C -1.413 2.891 0.707 -0.3526
N -0.684 2.100 1.548 0.6219
H -0.173 1.823 4.661 -0.1317
H -1.835 0.760 4.593 -0.1785
H -0.343 -1.545 5.009 0.4861
H 1.234 -3.116 3.439 0.5135
H 1.792 -1.592 1.246 0.6553
H -3.301 2.526 3.382 0.4405
H -3.434 3.772 0.935 0.4098
H -1.051 3.178 -0.271 0.4557
```

Output
Charge: 0
Lowest unoccupied orbital energy (alpha / beta) (eV): -0.201 / -0.202
2S+1: 4
Largest force on an atom (eV/Å): 6.4

---

# 6
Here is C5H7NO in the gas phase from the Open Molecules 2025 dataset. Energies are from the ωB97M-V functional and the def2-TZVPD basis.

XYZ file:
```
14
Properties=species:S:1:pos:R:3:mulliken_charge:R:1
C -1.814 0.117 0.563 -0.8748
N -0.449 -0.158 0.181 0.1572
C 0.133 -1.401 0.028 -0.3459
C 1.409 -1.225 -0.429 -0.5448
C 1.622 0.179 -0.570 -0.6235
C 0.459 0.790 -0.179 0.4159
O 0.076 2.093 -0.087 -0.5214
H -2.230 0.889 -0.089 0.3247
H -1.884 0.459 1.599 0.2693
H -2.399 -0.797 0.443 0.3152
H -0.436 -2.294 0.242 0.3379
H 2.130 -2.012 -0.615 0.3877
H 2.484 0.638 -1.031 0.3695
H 0.877 2.629 -0.053 0.3332
```

Output
Charge: 0
Energy relative to the best compared isomer or geometry (same formula, charge and spin) (kcal per mole): 15.4
Lowest unoccupied orbital energy (eV): 0.791
Largest force on an atom (eV/Å): 0.3